Entry from the OMol25 dataset: 2 unconnected molecules or ions with the total composition C6H8N2O in a non-equilibrium geometry (wB97M-V/def2-TZVPD).

```
! RIJCOSX wB97M-V def2-TZVPD def2/J DEFGRID3
* xyz 0 1
C -0.002 1.717 -0.193
N -0.986 2.241 0.544
C -0.368 -0.262 -0.755
C -1.636 -0.653 -0.953
O 0.839 2.264 -0.840
H -1.533 1.651 1.148
H -1.027 3.246 0.666
H 0.273 -0.076 -1.611
H -2.301 -0.172 -1.658
H -2.098 -1.421 -0.342
C 0.583 -1.084 0.448
C 1.542 -1.941 -0.168
C 1.216 -0.027 1.307
N 1.724 0.599 2.138
H -0.125 -1.583 1.122
H 1.667 -1.939 -1.242
H 2.233 -2.559 0.389
*
```

Lowest unoccupied orbital energy (spin up / spin down) = -0.3 / -0.7 eV
Gap between HOMO and LUMO (spin up / spin down) = 7.4 / 8.3 eV
HOMO energy (spin up / spin down) = -7.65 / -8.99 eV
Energy above the lowest of the compared OMol25 structures with the same formula, charge and spin = 5.356 eV

Entry from the OMol25 dataset: a molecular structure, C5H4O4Rh in a non-equilibrium geometry (wB97M-V/def2-TZVPD).

```
! RIJCOSX wB97M-V def2-TZVPD def2/J DEFGRID3
* xyz 4 6
C 0.002 -0.290 3.408
C -0.478 -1.372 3.672
H -0.539 0.690 3.512
H -1.434 -0.606 1.110
O 0.418 -0.212 -0.105
C -0.575 -0.981 -0.554
O -0.574 -1.440 -1.689
O -1.550 -1.095 0.261
Rh -1.542 -2.446 -2.850
C 0.927 1.520 -1.339
C 1.335 0.335 -0.999
O 0.692 2.657 -1.694
H 2.169 -0.140 -1.527
H 1.150 3.381 -1.205
*
```

Lowest unoccupied orbital energy (spin up / spin down) = -16.8 / -20.4 eV
Gap between HOMO and LUMO (spin up / spin down) = 10.3 / 6.8 eV
HOMO energy (spin up / spin down) = -27.16 / -27.16 eV

Entry from the OMol25 dataset: 2 unconnected molecules or ions with the total composition C4H14N2OS in a non-equilibrium geometry (wB97M-V/def2-TZVPD).

```
! RIJCOSX wB97M-V def2-TZVPD def2/J DEFGRID3
* xyz 0 1
C 1.238 -0.508 -1.745
C -0.219 -0.483 -1.228
C -1.172 0.088 -2.259
S -1.414 -0.887 -3.773
N -0.368 0.331 -0.031
C 0.272 -0.111 1.201
N -0.633 -0.481 2.246
H 1.372 -0.956 -2.739
H 1.633 0.507 -1.860
H 1.882 -1.002 -1.025
H -0.434 -1.523 -0.950
H -2.146 0.169 -1.784
H -0.821 1.080 -2.555
H -0.380 -1.729 -3.662
H -0.299 1.309 -0.273
H 0.917 -0.958 0.983
H 0.907 0.698 1.552
H -1.488 -0.883 1.898
H -0.857 0.236 2.930
O 0.414 1.756 4.068
H 0.969 0.981 4.225
H 0.627 2.367 4.782
*
```

Lowest unoccupied orbital energy = 0.7 eV
Gap between HOMO and LUMO = 9.3 eV
HOMO energy = -8.57 eV
Energy above the lowest of the compared OMol25 structures with the same formula, charge and spin = 0.390 eV

Entry from the OMol25 dataset: a molecular structure, C8H16ClO4Y in a non-equilibrium geometry (wB97M-V/def2-TZVPD).

```
! RIJCOSX wB97M-V def2-TZVPD def2/J DEFGRID3
* xyz 2 1
Y 2.091 2.298 -3.543
Cl 0.751 -0.127 -3.411
O 0.466 -1.783 1.266
C 0.457 -2.917 0.784
O -0.371 -3.362 -0.085
C -1.237 -2.525 -0.809
C -2.237 -3.373 -1.569
C 1.457 -3.952 1.230
H -0.669 -1.939 -1.531
H -1.682 -1.808 -0.118
H -1.726 -4.037 -2.267
H -2.902 -2.867 -2.268
H -2.860 -3.906 -0.851
H 1.767 -3.993 2.274
H 2.318 -3.615 0.654
H 1.009 -4.923 1.020
O 1.291 2.570 -1.276
C 0.783 2.170 -0.192
O 0.141 2.887 0.736
C -0.192 4.268 0.457
C -0.601 4.888 1.813
C 1.018 0.764 0.244
H -0.978 4.240 -0.297
H 0.740 4.728 0.132
H -0.057 5.737 2.227
H -0.478 4.141 2.597
H -1.662 5.122 1.889
H 0.920 0.171 -0.665
H 0.370 0.536 1.090
H 2.073 0.606 0.467
*
```

Lowest unoccupied orbital energy = -11.0 eV
Gap between HOMO and LUMO = 3.4 eV
HOMO energy = -14.43 eV
Energy above the lowest of the compared OMol25 structures with the same formula, charge and spin = 0.000 eV